No. 1
C34H56F10N4O17PS | wB97M-V/def2-TZVPD

Computed properties:
- E_LUMO: 2.2 eV
- Energy: -4565.54186 Ha
- Relative energy (zero: lowest compared OMol25 entry of this formula, charge and spin): 287.99 kJ/mol
- HOMO energy: -5.4 eV
- Kohn-Sham gap: 7.6 eV

```
! wB97M-V def2-TZVPD RIJCOSX def2/J DEFGRID3
* xyz -1 1
N 3.09 1.63 -1.86
P 2.81 1.24 -0.36
O 4.21 1.55 0.49
O 2.76 -0.42 -0.36
N 1.41 2.05 0.16
C 0.19 1.23 0.45
C 0.56 0.28 1.67
C -0.43 0.17 2.87
C -0.38 1.37 3.90
F 0.90 1.47 4.48
C -1.19 1.96 0.58
C -2.44 0.99 0.40
C -3.22 1.23 -0.96
C -4.70 1.64 -0.64
C -4.80 3.16 -0.25
C -4.08 4.14 -1.25
C -4.79 5.55 -1.18
S -3.88 6.69 -2.33
C -3.02 7.79 -1.17
N -2.54 7.28 -0.03
N -2.00 8.36 0.61
C -2.17 9.43 -0.14
O -2.82 9.12 -1.33
C -0.09 0.39 -0.94
O 0.00 1.11 -1.95
O -0.40 -0.85 -0.97
C 1.43 3.38 0.60
F 0.60 4.18 -0.21
F 0.99 3.40 1.94
C 2.75 4.24 0.68
F 3.37 3.87 1.86
F 3.58 4.20 -0.40
C 2.49 5.82 0.88
F 1.38 6.12 1.59
F 3.54 6.24 1.68
C 2.64 6.68 -0.43
F 2.07 7.91 -0.14
F 3.94 6.97 -0.73
F 2.01 6.22 -1.52
H 2.38 2.28 -2.19
H 4.89 1.77 -0.18
H 3.11 -0.70 0.50
H 0.72 -0.76 1.28
H 1.55 0.58 2.11
H -0.06 -0.70 3.49
H -1.49 -0.09 2.63
H -0.76 2.33 3.48
H -1.09 1.08 4.72
H -1.29 2.64 1.45
H -1.26 2.62 -0.33
H -3.16 1.32 1.21
H -2.21 -0.07 0.61
H -2.69 1.90 -1.67
H -3.28 0.22 -1.47
H -5.08 1.07 0.25
H -5.41 1.40 -1.48
H -5.90 3.43 -0.25
H -4.43 3.37 0.79
H -4.06 3.75 -2.30
H -3.05 4.33 -0.85
H -5.88 5.46 -1.43
H -4.75 5.93 -0.13
H -1.83 10.44 0.16
C 2.30 -2.63 -2.10
C 1.88 -2.67 -3.55
O 2.58 -3.71 -4.28
C 2.15 -4.95 -4.08
O 1.24 -5.28 -3.37
O 2.93 -5.78 -4.79
C 2.63 -7.16 -4.59
H 3.39 -2.53 -2.02
H 1.84 -1.79 -1.60
H 2.03 -3.54 -1.58
H 2.14 -1.73 -4.04
H 0.80 -2.80 -3.65
H 1.57 -7.37 -4.76
H 2.92 -7.46 -3.58
H 3.22 -7.74 -5.31
C -4.27 -5.25 6.08
C -3.19 -4.19 6.01
O -2.26 -4.46 4.96
C -2.67 -4.17 3.72
O -3.75 -3.70 3.43
O -1.70 -4.51 2.87
C -2.06 -4.34 1.49
H -3.82 -6.24 6.16
H -4.92 -5.09 6.93
H -4.88 -5.26 5.17
H -2.63 -4.18 6.94
H -3.62 -3.19 5.89
H -2.41 -3.33 1.30
H -2.81 -5.08 1.22
H -1.17 -4.51 0.89
C -4.38 -7.05 -6.79
C -3.37 -7.24 -7.90
O -2.53 -6.09 -8.04
C -1.56 -5.97 -7.13
O -1.34 -6.74 -6.22
O -0.89 -4.84 -7.38
C 0.12 -4.54 -6.41
H -4.95 -6.13 -6.94
H -5.07 -7.89 -6.75
H -3.89 -6.96 -5.82
H -3.89 -7.36 -8.85
H -2.77 -8.14 -7.74
H 0.80 -5.37 -6.27
H -0.35 -4.26 -5.46
H 0.68 -3.68 -6.78
C 4.07 3.23 4.91
C 4.71 2.30 3.90
O 6.09 2.05 4.22
C 6.30 1.19 5.21
O 5.46 0.60 5.84
O 7.63 1.10 5.40
C 8.00 0.27 6.50
H 4.65 4.15 5.01
H 3.05 3.49 4.61
H 4.03 2.78 5.90
H 4.70 2.77 2.92
H 4.16 1.37 3.81
H 7.55 -0.72 6.42
H 7.71 0.75 7.44
H 9.08 0.16 6.48
*
```

---

No. 2
C3H11OP5 | wB97M-V/def2-TZVPD

Computed properties:
- E_LUMO: 0.4 eV
- Energy: -1902.79295 Ha
- Relative energy (zero: lowest compared OMol25 entry of this formula, charge and spin): 0.00 kJ/mol
- HOMO energy: -8.0 eV
- Structure (SMILES): C[C@H](C(=O)[PH]#[PH2])P(P)#[PH2]
- Kohn-Sham gap: 8.4 eV

```
! wB97M-V def2-TZVPD RIJCOSX def2/J DEFGRID3
* xyz 0 1
C 0.99 0.18 1.29
C -1.28 -0.89 1.40
C -0.26 -0.21 0.48
O 1.20 1.31 1.59
P 2.61 -1.74 -0.48
P 0.98 1.78 -1.67
P -2.34 0.49 -1.63
P 2.27 -1.02 1.60
P -0.82 1.43 -0.38
H -1.70 -0.07 2.09
H -2.06 -1.33 0.78
H -0.86 -1.70 1.77
H 0.13 -0.86 -0.20
H 3.68 -2.66 -0.11
H 1.70 -2.78 -0.34
H 1.77 2.72 -0.73
H 0.40 2.72 -2.43
H -3.15 0.51 -0.53
H -2.81 1.75 -2.17
H 3.46 -0.08 1.39
*
```

---

No. 3
C3H3ClOS | wB97M-V/def2-TZVPD

Computed properties:
- E_LUMO (alpha / beta): 0.3 / -2.3 eV
- Energy: -1049.55874 Ha
- Relative energy (zero: lowest compared OMol25 entry of this formula, charge and spin): 70.40 kJ/mol
- HOMO energy (alpha / beta): -7.1 / -9.0 eV
- Kohn-Sham gap (alpha / beta): 7.3 / 6.7 eV
- ⟨S²⟩: 2.01

```
! wB97M-V def2-TZVPD RIJCOSX def2/J DEFGRID3
* xyz 0 3
C 2.16 0.41 0.48
C -2.29 0.11 0.29
C 1.55 -0.12 -0.61
O 2.72 0.79 1.41
S -2.44 0.26 -1.27
Cl 1.75 -1.82 -0.53
H -3.09 -0.52 0.87
H -1.58 0.63 0.90
H 1.22 0.26 -1.55
*
```

---

No. 4
C28H24N9O4RhSSe2Te2 | wB97M-V/def2-TZVPD

Computed properties:
- E_LUMO: -1.1 eV
- Energy: -7723.02787 Ha
- Relative energy (zero: lowest compared OMol25 entry of this formula, charge and spin): 40.92 kJ/mol
- HOMO energy: -7.0 eV
- Kohn-Sham gap: 6.0 eV

```
! wB97M-V def2-TZVPD RIJCOSX def2/J DEFGRID3
* xyz 0 1
Rh 1.22 -1.66 -2.79
C -6.18 6.53 5.19
O -6.54 6.08 3.90
C -5.67 5.27 3.25
C -6.06 4.87 1.97
C -5.25 4.04 1.24
C -4.03 3.59 1.75
C -3.64 4.01 3.02
C -4.45 4.84 3.77
C -3.14 2.71 0.99
N -1.89 2.45 1.30
C -1.45 1.58 0.34
C -2.45 1.30 -0.56
N -3.53 2.03 -0.13
C -2.29 0.40 -1.66
C -3.29 0.02 -2.57
C -2.99 -0.89 -3.55
C -1.69 -1.40 -3.64
N -0.74 -1.05 -2.80
C -1.02 -0.17 -1.80
C 0.04 0.12 -0.86
N 1.22 -0.51 -1.07
C 2.21 -0.32 -0.23
C 2.10 0.52 0.89
C 0.91 1.17 1.11
C -0.15 0.98 0.22
H -6.99 7.17 5.53
H -5.26 7.12 5.17
H -6.06 5.70 5.88
H -7.01 5.22 1.58
H -5.56 3.76 0.24
H -2.70 3.67 3.41
H -4.13 5.15 4.75
H -4.45 2.05 -0.54
H -4.29 0.43 -2.50
H -3.73 -1.21 -4.27
H -1.40 -2.11 -4.41
H 3.13 -0.86 -0.42
H 2.94 0.58 1.57
H 0.78 1.83 1.96
Se 1.99 0.36 -3.92
Te 0.32 0.59 -5.76
Te 1.15 -1.70 -6.92
Se 1.07 -3.13 -4.84
N 7.63 -2.56 -1.68
C 6.31 -2.44 -1.49
N 5.87 -2.03 -0.30
N 5.54 -2.72 -2.52
C 4.28 -2.40 -2.53
N 3.16 -2.14 -2.63
H 8.29 -2.45 -0.93
H 7.96 -2.75 -2.61
H 6.51 -1.93 0.48
H 4.96 -2.33 0.04
N 0.44 -3.51 -1.81
C 1.19 -3.70 -0.59
C 2.42 -4.34 -0.60
C 3.30 -4.15 0.46
C 2.95 -3.34 1.52
C 1.65 -2.84 1.61
C 0.77 -3.03 0.56
S 4.18 -2.73 2.67
O 4.10 -1.29 2.42
O 5.43 -3.30 2.18
O 3.77 -3.14 3.99
H -0.55 -3.40 -1.63
H 0.61 -4.26 -2.48
H 2.72 -4.91 -1.47
H 4.29 -4.58 0.43
H 1.37 -2.26 2.47
H -0.22 -2.59 0.60
*
```

---

No. 5
C6H12 | wB97M-V/def2-TZVPD

Computed properties:
- E_LUMO: 1.1 eV
- Energy: -235.68385 Ha
- Relative energy (zero: lowest compared OMol25 entry of this formula, charge and spin): 352.80 kJ/mol
- HOMO energy: -9.2 eV
- Kohn-Sham gap: 10.3 eV

```
! wB97M-V def2-TZVPD RIJCOSX def2/J DEFGRID3
* xyz 0 1
C -1.55 -1.73 1.72
C -1.12 -0.91 0.59
C -0.05 -0.13 0.46
C 0.35 0.54 -0.84
C 1.67 0.01 -1.24
C 0.35 2.03 -0.61
H -2.92 -1.94 1.53
H -1.04 -2.85 1.67
H -1.34 -0.94 2.70
H -1.47 -1.17 -0.48
H 0.49 0.32 1.44
H -0.36 0.22 -1.60
H 1.56 -1.17 -1.16
H 2.37 0.20 -0.36
H 1.88 0.37 -2.27
H 1.07 2.06 0.20
H -0.67 2.42 -0.34
H 0.80 2.66 -1.43
*
```

---

No. 6
C8H21F5IIrO2P2Te | wB97M-V/def2-TZVPD

Computed properties:
- E_LUMO (alpha / beta): -11.4 / -15.8 eV
- Energy: -2318.66986 Ha
- Relative energy (zero: lowest compared OMol25 entry of this formula, charge and spin): 0.00 kJ/mol
- HOMO energy (alpha / beta): -18.9 / -21.6 eV
- Kohn-Sham gap (alpha / beta): 7.5 / 5.8 eV
- ⟨S²⟩: 8.77

```
! wB97M-V def2-TZVPD RIJCOSX def2/J DEFGRID3
* xyz 3 6
C 1.73 -4.17 -0.70
I 1.09 -2.91 0.91
H 1.57 -3.69 -1.66
H 1.15 -5.10 -0.61
H 2.79 -4.36 -0.51
Ir -0.15 0.23 1.00
P -1.64 -0.81 -0.39
C -2.49 -2.00 0.69
C -2.95 0.31 -0.98
H -3.60 -0.22 -1.68
H -1.80 -2.15 -2.37
H -2.48 1.16 -1.48
H -0.56 -0.87 -2.54
H -2.74 -1.49 1.64
H -3.53 0.67 -0.13
C -0.98 -1.62 -1.86
H -3.41 -2.35 0.21
H -0.20 -2.34 -1.59
H -1.82 -2.85 0.91
P 1.76 0.79 0.02
C 3.01 0.56 1.32
C 2.24 -0.18 -1.43
H 1.22 2.73 -1.29
H 2.93 2.76 -0.72
H 1.59 3.16 0.40
C 1.89 2.53 -0.45
H 1.55 0.04 -2.26
H 3.26 0.12 -1.73
H 3.94 1.05 1.02
H 3.18 -0.51 1.50
H 2.22 -1.25 -1.20
H 2.64 1.03 2.24
C 0.27 -0.58 2.63
O 0.56 -1.14 3.62
F -3.51 3.01 0.41
Te -1.74 3.35 1.08
F -2.46 3.71 2.79
F -1.90 5.19 0.57
F -1.07 2.96 -0.71
F 0.04 3.72 1.73
O -1.59 1.52 1.60
*
```